Density functional theory data (ωB97M-V/def2-TZVPD) for the ion C3H6NOS with charge -1 in a non-equilibrium geometry.

Cartesian coordinates (Å):
N -0.90674 -1.14586 0.48477
C -0.14981 -0.10972 -0.27747
C -1.10558 1.02178 -0.35817
O -2.06614 1.01036 -1.12410
C 1.29237 0.16728 -0.01954
S 1.47627 0.16925 1.94550
H -1.14895 -1.86001 -0.15528
H -0.21895 -1.34848 1.17281
H -0.26976 -0.36896 -1.30342
H -0.73661 1.94430 0.19001
H 1.90684 -0.57599 -0.43966
H 1.92706 1.09604 -0.11544

Values from the calculation:
- F_max: 4.334 eV/Å
- Relative energy (zero: lowest compared OMol25 entry of this formula, charge and spin): 60.31 kcal/mol
- Total charge: -1
- HOMO level: -2.8 eV

Density functional theory data (ωB97M-V/def2-TZVPD) for a cluster of 2 separate species, C7H16O3 in total in a non-equilibrium geometry.

Cartesian coordinates (Å):
C 0.28114 1.41845 -2.21646
C -0.28521 0.98296 -0.85831
C -1.76889 0.63441 -0.99948
C -0.09878 2.09506 0.17714
C 0.47174 -0.27978 -0.39505
O 1.81563 -0.02710 -0.11457
O 0.28171 -1.35243 -1.19695
H 0.22044 0.59823 -2.92875
H -0.29284 2.25850 -2.60350
H 1.32044 1.73082 -2.12363
H -1.90455 -0.16688 -1.72262
H -2.32399 1.50829 -1.33833
H -2.18833 0.31642 -0.04484
H -0.54289 1.81540 1.13318
H 0.95780 2.30385 0.33553
H -0.57902 3.00962 -0.16897
H 0.00668 -0.58133 0.66534
H 2.33713 -0.38349 -0.84560
H -0.00200 -2.16510 -0.58415
C 0.84145 -1.82830 2.63272
C -0.31527 -1.98614 1.68641
O -0.31112 -2.83562 0.77663
H 0.83986 -0.83572 3.08111
H 0.74260 -2.56649 3.42967
H 1.78484 -1.99073 2.11456
H -1.28858 -1.67289 2.10891

Values from the calculation:
- F_max: 2.645 eV/Å
- Relative energy (zero: lowest compared OMol25 entry of this formula, charge and spin): 25.15 kcal/mol
- HOMO level: -10.1 eV

Density functional theory data (ωB97M-V/def2-TZVPD) for a cluster of 2 separate species, C4H8N2O in total in a non-equilibrium geometry.

Cartesian coordinates (Å):
H -0.91514 1.68002 0.78886
O -1.13131 2.86660 1.34633
N -0.67000 0.67915 0.21353
H -0.54376 3.47497 0.84352
C 0.58570 0.48288 -0.38352
C -1.12547 -0.51246 0.52884
C 0.73961 -0.84242 -0.60951
N -0.37636 -1.45328 -0.03943
H -0.53806 -2.41805 0.16883
H -1.98751 -0.65868 1.15421
H 1.17776 1.37036 -0.51427
C 1.87320 -1.65385 -1.15445
H 2.21392 -1.05170 -2.00426
H 2.79209 -1.63222 -0.57104
H 1.50056 -2.60866 -1.50257

Values from the calculation:
- <S²>: 0.753
- 2S+1: 2
- F_max: 2.769 eV/Å
- Relative energy (zero: lowest compared OMol25 entry of this formula, charge and spin): 25.66 kcal/mol
- Total charge: +1
- HOMO level (spin up / spin down): -13.7 / -13.7 eV

Density functional theory data (ωB97M-V/def2-TZVPD) for a cluster of 8 separate species, C11H38O8 in total.

Cartesian coordinates (Å):
C -0.90553 -2.64349 1.95296
C -0.89551 -2.66507 3.47598
C 0.21300 -1.81870 4.05875
O -2.16634 -2.19483 3.96473
H -0.84918 -1.60543 1.60760
H -1.77767 -3.13724 1.53183
H -0.00382 -3.10478 1.53944
H -0.81621 -3.69453 3.82639
H 0.18830 -1.90324 5.14441
H 0.13274 -0.77396 3.74490
H 1.19563 -2.13761 3.70005
H -2.13608 -1.23368 3.93094
C 0.36611 -3.52478 -2.06229
C -0.09289 -2.08106 -2.03856
C -1.58870 -1.92732 -1.86308
O 0.59529 -1.41772 -0.98170
H 1.42000 -3.58586 -2.34364
H -0.22216 -4.10799 -2.76928
H 0.30922 -3.98487 -1.07208
H 0.20974 -1.64168 -2.99923
H -1.86805 -0.86708 -1.87127
H -1.90568 -2.29927 -0.88460
H -2.18870 -2.40500 -2.63783
H 0.26814 -0.50210 -0.93813
C -3.82334 0.53653 0.31874
O -2.67073 1.00500 1.03328
H -3.71950 -0.51883 0.05999
H -4.71008 0.64577 0.94308
H -3.91558 1.13390 -0.58365
H -2.83429 0.90229 1.97345
C 0.55348 4.54357 0.43747
O 0.61023 3.36941 1.22506
H 0.99512 4.40090 -0.55463
H -0.48743 4.83055 0.30009
H 1.07072 5.38359 0.91167
H 1.53049 3.07210 1.28013
C -0.15910 2.76690 -3.21194
O -0.61579 3.41347 -4.38768
H -0.74119 1.87528 -2.96403
H 0.88976 2.48873 -3.30071
H -0.31541 3.40037 -2.33375
H -1.34139 2.91493 -4.76632
C 2.21438 0.48516 1.69540
O 2.86724 1.69849 1.35224
H 2.75452 -0.04159 2.48879
H 1.23773 0.73118 2.10916
H 2.07515 -0.19130 0.85051
H 3.80882 1.55206 1.23757
C 3.22011 0.46985 -2.00615
O 3.10758 -0.92235 -2.24556
H 3.02241 1.01352 -2.93501
H 2.48503 0.82963 -1.27996
H 4.21554 0.73403 -1.64174
H 2.41617 -1.25649 -1.65815
O -0.24722 1.13765 -0.42603
H -1.05906 0.91463 0.05563
H 0.08397 1.93836 0.00678

Values from the calculation:
- F_max: 0.808 eV/Å
- Relative energy (zero: lowest compared OMol25 entry of this formula, charge and spin): 28.41 kcal/mol
- HOMO level: -9.8 eV